Record 1
This record from the Open Molecules 2025 dataset describes C5H8O in the gas phase in a non-equilibrium geometry. The level of theory is wB97M-V/def2-TZVPD.

E_tot = -7359.781 eV
multiplicity = 1
SMILES string = C1CC2(C1)CO2
HOMO energy = -9.8 eV
gap between HOMO and LUMO = 10.9 eV
total charge = 0
energy above the lowest of the compared OMol25 structures with the same formula, charge and spin = 2.4745 eV

Atoms and positions in Å:
C  1.80700  -0.32864  0.34760
O  1.56891  0.96300  0.91924
C  0.48263  0.25924  0.37408
C  -0.88326  0.00922  0.97616
C  -1.34964  -0.24927  -0.47375
C  -0.15427  0.55528  -1.00590
H  2.28405  -1.06278  0.99515
H  2.05830  -0.27355  -0.70785
H  -1.26313  0.97185  1.33789
H  -1.04663  -0.76251  1.73175
H  -2.34271  0.07471  -0.77368
H  -1.20279  -1.30707  -0.72012
H  -0.32126  1.62679  -1.13354
H  0.27207  0.17278  -1.94932

=====

Record 2
This record from the Open Molecules 2025 dataset describes C5H8O in the gas phase. The level of theory is wB97M-V/def2-TZVPD.

E_tot = -7359.659 eV
multiplicity = 1
HOMO energy = -8.4 eV
gap between HOMO and LUMO = 9.4 eV
total charge = 0
energy above the lowest of the compared OMol25 structures with the same formula, charge and spin = 2.5967 eV

Atoms and positions in Å:
C  -1.38909  -0.36427  -1.16781
C  -0.32143  0.48396  -0.47664
C  -0.03250  0.10912  0.99365
C  1.47747  -0.09291  1.01183
O  1.90824  0.03531  -0.38850
C  0.98704  0.35879  -1.24389
H  -1.19894  -1.43125  -1.00187
H  -2.39220  -0.13388  -0.79544
H  -0.61006  1.54074  -0.56598
H  -0.55615  -0.80954  1.27743
H  -0.33603  0.89563  1.68868
H  1.79402  -1.08415  1.34173
H  2.02341  0.67003  1.57115
H  -1.35380  -0.17757  -2.24433

=====

Record 3
This record from the Open Molecules 2025 dataset describes C5H8O in the gas phase. The level of theory is wB97M-V/def2-TZVPD.

E_tot = -7357.094 eV
multiplicity = 1
HOMO energy (spin up / spin down) = -8.7 / -8.7 eV
gap between HOMO and LUMO (spin up / spin down) = 8.4 / 8.4 eV
total charge = 0
energy above the lowest of the compared OMol25 structures with the same formula, charge and spin = 5.1616 eV

Atoms and positions in Å:
O  0.92626  -0.10914  -1.48257
C  0.77552  -0.36432  -0.09666
C  1.03175  1.00318  0.57473
C  -0.05642  2.00598  0.66529
C  -1.65635  -0.73049  -0.52015
C  -0.57642  -0.95938  0.22173
H  0.65174  -0.90866  -1.95131
H  1.56166  -1.05719  0.24595
H  1.93001  1.41712  0.10534
H  1.26640  0.83837  1.64919
H  -0.91141  1.50040  1.15790
H  -1.60609  -0.07776  -1.38994
H  -2.62213  -1.16350  -0.27890
H  -0.63584  -1.59720  1.10281

=====

Record 4
This record from the Open Molecules 2025 dataset describes a molecular structure, C5H8O in a non-equilibrium geometry. The level of theory is wB97M-V/def2-TZVPD.

E_tot = -7357.449 eV
multiplicity = 1
HOMO energy = -7.5 eV
gap between HOMO and LUMO = 7.9 eV
total charge = 0
energy above the lowest of the compared OMol25 structures with the same formula, charge and spin = 4.8064 eV

Atoms and positions in Å:
C  1.40482  -0.35731  -0.70561
C  0.24023  0.01414  0.09622
C  -0.79200  -0.92959  0.62528
C  -1.34423  -0.15795  -0.45221
O  -1.59268  1.15588  -0.18342
C  0.06539  1.33798  0.68151
H  1.16732  -1.14254  -1.43013
H  2.18722  -0.78206  -0.07330
H  1.89859  0.42019  -1.30275
H  -0.66729  -1.96238  0.34098
H  -1.20640  -0.76875  1.61227
H  -2.06148  -0.48236  -1.21106
H  0.01090  1.53108  1.76452
H  0.68961  2.12368  0.23770